[1]
Below is a single C5H7F molecule, with properties calculated with ωB97M-V with the def2-TZVPD basis set.

Calculated values
E_LUMO	1.11	eV
HOMO level	-9.70	eV

Atoms and positions in Å:
C (-1.1377, 0.1701, 0.3710)
C (-0.2159, -1.0787, 0.3315)
C (0.9559, -0.5508, -0.4808)
C (0.8847, 0.9407, -0.2552)
C (-0.2758, 1.3828, 0.2042)
H (-1.7769, 0.1167, 1.2464)
H (-0.7565, -1.9706, -0.1232)
H (0.2848, -1.4139, 1.2797)
H (0.8807, -0.8771, -1.5684)
H (1.9443, -0.7244, -0.1168)
H (1.7569, 1.5336, -0.3162)
H (-0.5516, 2.3898, 0.1539)
F (-1.9927, 0.0818, -0.7260)

***

[2]
Below is a single C5H7F molecule, with properties calculated with ωB97M-V with the def2-TZVPD basis set.

Calculated values
E_LUMO	0.59	eV
HOMO level	-9.19	eV

Atoms and positions in Å:
C (-1.4806, -0.2258, 0.4402)
C (-0.6506, 0.8637, -0.0103)
C (0.6873, 0.9481, -0.0383)
C (1.6117, -0.2234, 0.0986)
C (2.9030, -0.5040, -0.0760)
H (-1.8608, 0.0097, 1.4695)
H (-1.0451, -1.1597, 0.4571)
H (-1.4506, 1.5316, -0.3971)
H (1.2331, 1.8956, -0.1972)
H (0.8710, -1.1714, -0.0318)
H (3.0912, -1.7977, -0.2678)
H (3.9301, 0.3336, -0.1432)
F (-2.5770, -0.5326, -0.3749)

***

[3]
Below is a single C5H7FN2 molecule, with properties calculated with ωB97M-V with the def2-TZVPD basis set.

Calculated values
E_LUMO	0.80	eV
HOMO level	-8.88	eV

Atoms and positions in Å:
C (-1.7672, 0.5855, -0.1583)
C (-0.5473, 0.3032, 0.2292)
C (-0.0959, -1.1136, 0.5019)
C (2.0122, -0.2178, -0.4137)
C (0.5269, 1.3486, 0.3981)
H (-2.1176, 1.5926, -0.4109)
H (-0.1342, -1.3114, 1.5830)
H (-0.7650, -1.8046, 0.0038)
H (1.5386, -2.1979, -0.3135)
H (2.9815, -0.5146, -0.8931)
H (0.1730, 2.3079, 0.0349)
H (0.7165, 1.5206, 1.4795)
N (1.2634, -1.2877, 0.0058)
N (1.7707, 1.0317, -0.2781)
F (-2.7115, -0.3595, -0.3245)

***

[4]
Below is a single C5H7FO molecule, with properties calculated with ωB97M-V with the def2-TZVPD basis set.

Calculated values
E_LUMO	0.96	eV
HOMO level	-9.64	eV

Atoms and positions in Å:
C (-1.8910, 0.2781, 0.2663)
C (-0.7006, 0.9997, 0.1811)
C (0.4240, 0.9327, -0.3453)
C (1.0724, -0.3438, -0.7940)
C (1.5049, -1.3749, 0.1547)
H (-1.9223, 0.4544, 1.3685)
H (-1.4962, -0.7310, 0.0301)
H (-2.8271, 0.6157, -0.1280)
H (1.1383, 1.6986, -0.1087)
H (1.3963, -0.2507, -1.8881)
H (1.6351, -1.0806, 1.2579)
H (2.4544, -1.8366, -0.4479)
O (0.1704, -1.5408, -0.4679)
F (-0.9587, 2.1790, 0.9212)

***

[5]
Below is 2 unconnected molecules or ions with the total composition C5H7FO, with properties calculated with ωB97M-V with the def2-TZVPD basis set.

Calculated values
E_LUMO (alpha / beta)	-0.28 / -0.72	eV
HOMO level (alpha / beta)	-9.31 / -9.25	eV

Atoms and positions in Å:
C (-1.2266, 0.5055, -1.2551)
C (1.2878, 0.1131, -0.6892)
C (-2.5483, 0.4232, -1.0416)
C (1.4565, -0.2533, 0.5482)
C (0.3346, -0.5087, 1.5133)
O (2.6860, -0.4355, 1.1280)
F (-3.4207, 0.9014, -1.9719)
H (-0.8401, 0.9780, -2.1393)
H (1.7437, 0.3138, -1.6219)
H (-3.0613, -0.0065, -0.1937)
H (0.6945, -0.3493, 2.5249)
H (-0.0014, -1.5410, 1.4202)
H (-0.4996, 0.1509, 1.2892)
H (3.3950, -0.2916, 0.4889)

***

[6]
Below is 2 unconnected molecules or ions with the total composition C5H7FO2, with properties calculated with ωB97M-V with the def2-TZVPD basis set.

Calculated values
E_LUMO	0.82	eV
HOMO level	-8.22	eV

Atoms and positions in Å:
C (-0.1002, 0.1567, 0.0167)
C (1.8873, -0.5560, 0.1151)
C (-1.1670, -0.6734, 0.1336)
C (2.7674, 0.4959, -0.2120)
C (-2.5141, -0.1514, -0.1606)
O (-1.0173, -1.9390, 0.5101)
O (2.0215, -1.7057, 0.3445)
F (-0.3131, 1.4842, -0.2535)
H (2.9995, 1.1043, 0.6638)
H (3.8512, 0.1756, -0.5893)
H (2.1298, 1.2505, -0.7311)
H (-2.7383, -0.0858, -1.1812)
H (-3.1695, -0.8753, 0.1409)
H (-2.7624, 0.7864, 0.4773)
H (-0.1312, -2.1228, 0.6349)

***

We obtain strongest force on any atom values of 2.30 4.56 1.11 6.53 2.29 4.67 eV/Å for the records listed above, in that order.